Below is a structure of composition C35H51KN8O6PTe2 at a distorted geometry, with properties calculated with ωB97M-V with the def2-TZVPD basis set.

XYZ file:
```
104
Properties=species:S:1:pos:R:3:lowdin_charge:R:1
C 5.52021 -1.42464 -0.18246 -0.061
C -4.55958 3.28254 2.68906 -0.053
C -2.38814 0.37475 -4.66952 -0.071
C 0.34738 -2.29076 2.40093 -0.162
C 1.18871 0.94190 6.43674 -0.086
H -2.36852 3.98671 1.14201 0.050
H -2.07780 0.42480 -5.70001 0.107
H -3.45012 2.24820 -4.67906 0.097
C 3.98772 -0.85388 -4.86562 -0.085
C 3.81509 -2.63629 1.18551 -0.053
H 3.93187 0.65362 4.68730 0.084
H 0.79257 4.52189 -5.95086 0.068
H -5.81005 0.94895 4.79052 0.092
C -1.53578 -6.43153 3.88060 -0.094
C -5.32987 2.73203 3.70002 -0.110
P 1.45607 0.85886 -3.53232 0.349
H -3.52058 3.30130 0.00686 0.044
C 3.81783 -2.87600 -1.29149 -0.042
O 1.73935 1.76220 -0.89564 -0.811
H -0.48731 -1.14440 6.46624 0.082
H 1.48842 2.90582 -6.21066 0.061
O 0.25993 1.69428 -4.24005 -0.262
O 2.32249 0.89951 -5.04479 -0.296
H 2.14781 1.37677 6.17022 0.076
C -2.52282 -6.31406 2.91614 -0.094
C -5.20778 1.38632 4.00431 -0.109
H 4.00831 -1.98021 2.02954 0.045
H 3.71996 -0.55305 3.41943 0.063
H -1.44436 -1.50166 -4.29014 0.109
H 2.80892 -0.69689 4.94443 0.080
C -4.32045 0.59892 3.29232 -0.049
H 1.09321 -1.52843 2.54540 0.124
H -0.24173 3.16591 -6.43452 0.068
C -2.41558 -0.71799 -2.53974 -0.285
N 0.36451 -3.34643 3.26967 0.120
H 5.74836 -0.98445 -1.15118 0.056
H -1.50516 -7.29784 4.52562 0.099
H -2.05808 -0.37240 2.02896 0.018
H 4.21649 1.22968 -4.36634 0.009
H -4.22479 -0.45653 3.51997 0.111
K 1.06078 -0.44257 -0.94925 0.582
H 2.78141 -2.97546 1.23809 0.057
C -2.66870 0.30042 1.43661 -0.440
H 3.48250 -1.16270 -3.95530 0.033
O 3.17062 -0.80375 -0.23103 -0.505
C -0.57299 -5.44451 4.01476 -0.028
H 0.19677 -5.52827 4.76887 0.107
H 4.47843 -3.49810 1.24456 0.067
H 5.71029 -0.67174 0.57993 0.069
H 3.60963 -1.46013 -5.68585 0.077
H 2.72173 0.59935 1.58935 0.068
O 0.63588 1.64289 -1.81713 -0.674
H 1.31068 0.32556 7.33051 0.083
C -3.55633 1.14307 2.26684 -0.290
H -0.92627 -1.01186 4.75594 0.073
N -3.09160 0.29216 -1.97354 0.055
H -4.65152 4.33618 2.45531 0.108
C -2.05912 -1.85954 -1.72688 -0.085
C -3.67170 2.49732 1.96571 -0.288
C -1.48071 -3.09393 1.25230 -0.279
H -3.31985 -5.11193 1.32855 0.109
N -2.43216 -1.97364 -0.51789 0.028
C -2.86343 3.06165 0.84606 -0.397
C -0.58233 -4.35030 3.16083 -0.187
N -2.30360 -2.98557 0.27205 0.088
Te -1.41169 1.55015 0.24166 1.486
O 1.02723 -0.54067 -3.32544 -0.426
H -0.51192 3.54598 -3.99955 0.117
C -3.13827 1.39373 -4.09824 -0.066
C -2.02946 -0.69605 -3.88317 -0.029
H -1.43559 -2.61975 -2.20358 0.131
H 4.04413 -2.39184 -2.23693 0.056
C 3.19807 -0.00090 4.20346 -0.073
H -0.99488 1.19725 3.81032 0.039
H -3.26363 -7.09445 2.81404 0.098
H 5.06026 -1.00732 -4.76190 0.076
N 0.71493 0.11102 5.34967 -0.203
H 4.46146 -3.74477 -1.16201 0.068
H 0.49447 1.76129 6.68051 0.091
H 3.27825 2.05270 2.44397 0.092
H -6.02902 3.35177 4.24650 0.091
C -2.54586 -5.21749 2.07164 -0.018
C 3.66362 0.61335 -5.10824 -0.417
N -0.48669 -2.14554 1.45719 0.148
C -3.44469 1.30195 -2.75553 -0.170
H 4.01411 0.92909 -6.10375 0.119
C -1.56832 -4.23079 2.16514 -0.082
C 4.02567 -1.85398 -0.14190 -0.798
C 0.40433 3.08402 -4.38279 -0.306
Te 3.36697 1.49134 -2.07578 1.290
C -0.58722 -0.45407 5.62586 -0.096
H 1.10132 -3.43845 3.95019 0.149
N 2.13453 0.76309 3.61197 -0.162
C 2.44507 1.35499 2.32968 -0.039
H -4.01079 2.08602 -2.26875 0.098
H 2.77491 -3.19498 -1.31082 0.076
N -0.09197 1.19478 3.35145 0.149
C 0.85665 0.72464 4.05446 -0.482
H 6.16829 -2.28485 -0.01159 0.064
H -1.35183 0.29278 5.88821 0.085
H 1.56806 1.88233 1.96794 0.056
C 0.62487 3.45198 -5.84389 -0.072
H 1.24766 3.44019 -3.77647 0.097
H -3.28066 -0.30131 0.76915 0.040
```

Its multiplicity is 1. As for the total charge: -1. The HOMO-LUMO gap is 5.927 eV.


Below is a structure of composition C25H46CeP2 at a distorted geometry, with properties calculated with ωB97M-V with the def2-TZVPD basis set.

XYZ file:
```
74
Properties=species:S:1:pos:R:3:lowdin_charge:R:1
C 2.82195 0.08199 2.57282 -0.236
C 1.68420 4.42970 -0.84903 -0.163
C -2.20463 -3.76770 3.09120 -0.037
P 1.53184 -0.18884 1.34407 0.932
C 3.34579 2.42290 -2.36259 -0.158
H 0.34962 1.58603 2.54464 0.092
H -1.62211 0.34570 -3.63855 0.068
H 3.02894 5.16189 0.69743 0.131
C 0.45753 1.39797 1.46559 -0.311
H 3.22085 -0.22339 -0.33679 0.098
H 4.23202 1.45873 0.71308 0.109
H 1.24425 -2.68717 0.11896 0.005
H -3.74935 1.04724 0.05832 0.068
C -0.03041 -2.35189 -3.54211 -0.228
H -3.96471 -0.59563 -1.52274 0.069
Ce -0.86932 -0.36239 0.17662 0.814
H 0.46679 -2.04968 -4.47199 0.061
C -3.12345 -4.36739 0.17265 -0.040
C -2.76495 -2.76512 2.15045 -0.239
H -2.06286 -3.33383 4.08633 0.074
H -5.03913 -1.99579 -1.34085 0.097
H 3.66683 -0.59773 2.42664 0.067
H -3.60917 -4.35102 -0.81041 0.075
C -3.15586 -3.03273 0.81693 -0.242
H -3.51364 1.30009 1.81106 0.073
C 1.69058 -0.77536 -1.75651 -0.332
H 0.88563 5.18818 -0.85243 0.123
H 0.49523 -3.20834 -3.09810 0.065
H 1.47820 4.64392 1.30004 0.114
H 0.06648 2.98200 -1.22908 0.102
H 3.61863 3.22159 -3.08216 0.132
C -3.54585 -1.81081 0.20491 -0.299
H -2.09380 -4.72664 0.01672 0.074
H -0.45057 -3.18684 -0.05722 0.000
H -2.75159 0.38654 3.61037 0.067
C -2.64900 -0.70333 3.68706 -0.057
H -1.06139 -2.65684 -3.77147 0.060
H 3.21212 1.11953 2.65321 0.039
H -3.37546 -2.22109 -1.89842 0.069
H 4.48949 3.75757 -1.08986 0.119
H -2.85871 -4.64279 3.18178 0.085
C 4.20522 2.69349 -1.08050 -0.160
C -3.94630 0.62384 1.05968 -0.072
C -4.00078 -1.64490 -1.19906 -0.062
C 1.13006 3.14741 -1.38517 -0.114
H 3.70872 1.49589 -2.83315 0.109
C 2.81015 3.03243 0.97530 -0.170
C 0.21551 -2.47376 0.45680 -0.344
H 2.37712 -0.15280 3.55112 0.064
H 1.37062 1.77074 -2.98360 0.071
H 0.05042 0.57801 -4.20612 0.062
H -1.22077 -4.13568 2.75396 0.077
H -1.62683 -0.91754 4.04280 0.078
C -0.57769 0.46992 -3.31777 -0.253
H 2.06237 1.04991 -0.62679 0.011
H -5.03688 0.67163 1.19639 0.098
H 2.12126 -1.78458 -1.73827 0.087
H -3.63396 -5.12029 0.79244 0.088
P -0.07572 -0.99414 -2.37108 0.789
H 0.15841 -2.69055 1.53574 0.005
H -0.57566 1.57086 1.02717 0.008
H -0.52937 1.39972 -2.73172 0.028
H -3.33677 -1.04046 4.48268 0.094
C 1.85815 2.37602 -2.22027 -0.146
H 2.54471 2.73820 1.98673 0.084
C -3.47959 -0.78627 1.21155 -0.364
C 2.26983 4.36522 0.58867 -0.167
C -2.92589 -1.37940 2.39565 -0.271
H 2.47368 4.82253 -1.51150 0.117
H 2.15090 -0.22288 -2.58913 0.072
C 3.68421 2.30452 0.25544 -0.140
H 5.14324 2.12469 -1.21065 0.120
H 0.99487 2.20817 0.96137 0.005
C 2.14578 -0.02917 -0.45929 -0.348
```

Its multiplicity is 2. As for the total charge: +1. The HOMO-LUMO gap (alpha / beta) is 6.150 / 6.183 eV.


> Which value of multiplicity does entry 2 give?

2


> Which of these has the lowest multiplicity?

C35H51KN8O6PTe2


> Among the records above, which one has the lowest total charge?

C35H51KN8O6PTe2